No. 1
DFT (ωB97M-V/def2-TZVPD) results for C20H26BrN2O2Zn as an isolated structure.

XYZ file:
```
52
Properties=species:S:1:pos:R:3
Zn -0.5421 -0.3699 -0.6834
C 4.6540 0.0874 -2.7800
C 3.3254 -0.5620 -3.0529
C 3.2086 -1.7349 -3.7884
C 1.9663 -2.3148 -3.9695
C 0.8770 -1.6940 -3.3812
Br -0.8451 -2.4645 -3.5607
N 0.9541 -0.5875 -2.6733
C 2.1569 -0.0315 -2.5295
H 5.4239 -0.2957 -3.4495
H 4.9699 -0.1101 -1.7536
H 4.5991 1.1692 -2.9045
H 4.0904 -2.1994 -4.2144
H 1.8392 -3.2272 -4.5329
H 2.1802 0.8767 -1.9358
C -2.6978 2.4007 4.4296
C -2.7337 2.1499 2.9441
C -2.4248 3.1593 2.0393
C -2.4231 2.9298 0.6701
C -2.0836 4.0419 -0.2878
C -2.7255 1.6508 0.1939
C -3.0437 0.6232 1.0830
C -3.3504 -0.7765 0.6182
C -3.0485 0.8956 2.4478
C -2.6928 1.4094 -1.3034
O -3.5388 1.9307 -2.0144
O -1.7194 0.6794 -1.7484
H -2.6168 3.4664 4.6468
H -1.8417 1.8985 4.8857
H -3.5978 2.0211 4.9171
H -2.1771 4.1497 2.4097
H -1.8688 4.9655 0.2509
H -2.9042 4.2125 -0.9843
H -1.2079 3.7832 -0.8883
H -3.6380 -0.8026 -0.4334
H -4.1685 -1.1981 1.2058
H -2.4685 -1.4145 0.7622
H -3.2850 0.0912 3.1378
C 1.1489 -2.6162 2.3698
C 1.2603 -1.8902 1.0117
C 1.8547 -2.9032 0.0031
C 2.2928 -0.7540 1.1867
N -0.0432 -1.4330 0.6517
H 2.1131 -3.0106 2.7148
H 0.4390 -3.4408 2.2757
H 0.7573 -1.9195 3.1139
H 2.8079 -3.3296 0.3453
H 2.0264 -2.4142 -0.9606
H 1.1369 -3.7117 -0.1510
H 3.2652 -1.1154 1.5494
H 1.8963 -0.0197 1.8906
H 2.4430 -0.2509 0.2263
```

The calculation puts the energy above the lowest of the compared OMol25 structures with the same formula, charge and spin at 0.0 kJ/mol. As for the HOMO-LUMO gap: 5.29 eV. Its total charge is -1.

No. 2
DFT (ωB97M-V/def2-TZVPD) results for a single C10H20NO7PS molecule in a non-equilibrium geometry.

XYZ file:
```
40
Properties=species:S:1:pos:R:3
O 6.1906 1.5663 0.7249
O 4.6866 -1.4981 1.0507
O -1.4791 -1.1053 0.6884
O 6.4137 0.0965 2.4151
O 4.2645 0.0233 -0.5012
O -3.0966 -0.3368 -0.9699
O -2.9864 0.6789 1.6564
S -0.8185 1.7198 -0.2863
C 5.8860 0.4763 1.2486
C 4.8606 -0.4058 0.6090
N 3.0938 -0.6101 -1.0304
C 3.4160 -1.6930 -1.9545
C -5.2014 -0.7821 -1.9567
C -2.7928 0.7245 4.0138
C -4.4483 -0.7573 -0.6123
C -2.1524 1.2617 2.7605
C -0.3572 1.0229 -1.8781
C 1.5964 -0.2474 -0.8808
C 1.1805 0.7972 -2.0287
P -2.2119 0.1087 0.3182
H 7.1485 0.7257 2.6217
H 2.9975 -2.6100 -1.6799
H 3.0367 -1.4156 -2.9361
H 4.5236 -1.7463 -1.9922
H -4.6275 -1.2962 -2.6970
H -5.4212 0.3164 -2.1747
H -6.2117 -1.2440 -1.9235
H -2.9123 -0.3832 3.9138
H -2.1535 1.0257 4.8769
H -3.7936 1.1905 4.0153
H -4.3737 -1.7777 -0.2387
H -5.0449 -0.2017 0.2277
H -1.0993 0.9555 2.6818
H -2.1903 2.3839 2.6246
H -0.8668 -0.0114 -2.1382
H -0.5112 1.6311 -2.7860
H 1.4279 0.2989 0.0129
H 1.0346 -1.0910 -0.9071
H 1.3883 0.4672 -3.0558
H 1.6048 1.7418 -1.8322
```

As for the SMILES: CCOP(=O)(OCC)SCCCN(C)OC(=O)C(=O)O. The calculation puts the energy above the lowest of the compared OMol25 structures with the same formula, charge and spin at 222.0 kJ/mol. As for the HOMO-LUMO gap: 8.37 eV. Its total charge is 0.

No. 3
DFT (ωB97M-V/def2-TZVPD) results for a 2-piece molecular cluster, C4H11NO2 overall in a non-equilibrium geometry.

XYZ file:
```
18
Properties=species:S:1:pos:R:3
C -0.1107 1.1561 2.4758
C -0.5575 -0.1384 1.7408
C -0.4930 0.1278 0.2607
C -0.7579 -0.9459 -0.8511
N -1.1169 -2.2921 -0.5425
O -0.4648 -0.6888 -1.9965
H 1.0132 1.4122 2.2741
H -0.4483 1.1457 3.4971
H -0.6332 1.9899 2.0246
H 0.1254 -0.8643 2.1844
H -1.6304 -0.4122 1.9577
H -1.1355 0.9641 -0.0499
H 0.4733 0.5426 0.1482
H -1.2845 -2.6614 0.3923
H -1.0343 -2.9068 -1.3271
H 2.9439 1.2452 -1.0710
H 3.5021 2.6793 -1.3414
O 2.6449 2.1528 -1.3345
```

As for the SMILES: CCCC(N)=O.O. The calculation puts the energy above the lowest of the compared OMol25 structures with the same formula, charge and spin at 95.5 kJ/mol. As for the HOMO-LUMO gap: 10.41 eV. Its total charge is 0.

No. 4
DFT (ωB97M-V/def2-TZVPD) results for C29H27MoN3OPS as an isolated structure in a non-equilibrium geometry.

XYZ file:
```
63
Properties=species:S:1:pos:R:3
Mo 0.8104 -0.7257 -0.3776
N -0.8988 -4.6221 -0.8581
C -0.0679 -3.5938 -0.7180
S -0.4267 -2.1753 -1.7642
N 0.9010 -3.6530 0.1663
N 1.6773 -2.5171 0.1226
C 2.9723 -2.7157 0.2801
C 3.9827 -1.8550 -0.2234
C 5.3406 -2.1859 -0.0597
C 6.2930 -1.5523 -0.8179
C 5.9168 -0.6059 -1.7865
C 4.5935 -0.2622 -1.9868
C 3.6523 -0.8604 -1.1780
O 2.3376 -0.5511 -1.3185
H -1.5940 -4.6466 -1.5865
H -0.7537 -5.4596 -0.3111
H 3.2485 -3.6950 0.6639
H 5.6214 -2.9477 0.6583
H 7.3383 -1.7983 -0.6871
H 6.6789 -0.1329 -2.3941
H 4.2934 0.4584 -2.7349
C -2.3980 0.4846 -2.9399
C -3.3561 0.2178 -1.8025
C -4.6952 -0.0314 -2.0606
C -5.5958 -0.2840 -1.0313
C -5.1810 -0.3037 0.2936
C -3.8531 -0.0659 0.5903
C -2.9579 0.2111 -0.4517
P -1.2912 0.6016 -0.0333
C -0.8767 0.0661 1.6274
C -0.4861 -1.3048 1.6043
C 0.0527 -1.9231 2.7466
C 0.2264 -1.1630 3.8742
C -0.1512 0.1910 3.8787
C -0.6801 0.8474 2.7707
C -1.0507 2.3064 2.8601
C -0.8442 2.2980 -0.2745
C -1.7179 3.3341 -0.5343
C -1.1856 4.5974 -0.7894
C 0.1920 4.7912 -0.8157
C 1.0638 3.7345 -0.5758
C 0.5438 2.4800 -0.2729
C 1.4195 1.3527 0.0900
H -2.8417 0.2172 -3.8963
H -1.4752 -0.0957 -2.8468
H -2.1232 1.5387 -2.9976
H -5.0417 -0.0324 -3.0874
H -6.6350 -0.4751 -1.2690
H -5.8882 -0.5003 1.0880
H -3.5218 -0.0736 1.6217
H -0.9484 -1.9488 0.8544
H 0.2867 -2.9798 2.7359
H 0.6209 -1.6112 4.7773
H -0.0414 0.7556 4.7986
H -1.1470 2.6043 3.9022
H -1.9981 2.5152 2.3612
H -0.2881 2.9473 2.4076
H -2.7897 3.1698 -0.5528
H -1.8500 5.4277 -0.9904
H 0.5923 5.7724 -1.0375
H 2.1351 3.8969 -0.5976
H 1.4276 1.0589 1.1593
H 2.4324 1.4720 -0.2734
```

The calculation puts the energy above the lowest of the compared OMol25 structures with the same formula, charge and spin at 0.0 kJ/mol. As for the HOMO-LUMO gap (alpha / beta): 5.42 / 5.35 eV. Its total charge is +3.

No. 5
DFT (ωB97M-V/def2-TZVPD) results for C19H50BaF3LiN4O9S as an isolated structure in a non-equilibrium geometry.

XYZ file:
```
88
Properties=species:S:1:pos:R:3
Li -1.4153 -2.6153 1.7211
Ba 3.3088 -2.8322 2.1485
C 0.5885 0.9904 -0.6761
F 0.7306 1.7773 0.4597
F -0.5521 1.1157 -1.3991
F 1.5902 1.4483 -1.4674
S 0.7476 -0.9482 -0.2894
O -0.3845 -1.3463 0.5881
O 0.8131 -1.5801 -1.6135
O 2.0491 -1.0396 0.4809
C 0.9258 6.4921 2.2653
C 1.0406 5.3272 1.3345
C 1.9353 5.6074 0.0581
O 1.4996 6.6119 -0.8108
C 0.4401 6.2429 -1.7119
N 1.4645 4.2272 2.1298
H 0.8811 7.2683 1.5013
H 1.7961 6.7667 2.8614
H -0.0245 6.4519 2.7978
H 0.1550 4.9778 0.8038
H 2.2872 4.7077 -0.4466
H 2.8278 6.0488 0.5016
H 0.1345 5.2208 -1.4883
H 0.7450 6.3570 -2.7521
H -0.4702 6.8326 -1.6039
H 0.9900 3.3718 1.8784
H 1.1961 4.5209 3.0582
C -3.7990 3.0689 -0.2910
C -4.9715 2.1959 -0.5951
C -4.8634 1.8319 -2.1487
O -3.7186 1.0078 -2.3848
C -3.8436 0.3168 -3.6182
N -4.9227 1.1073 0.4128
H -3.0665 2.3498 -0.6579
H -3.9010 3.2839 0.7727
H -3.7518 4.0397 -0.7843
H -5.8495 2.8370 -0.5162
H -4.7642 2.5409 -2.9707
H -5.6892 1.1603 -2.3837
H -4.4745 -0.5720 -3.6225
H -2.8674 0.0117 -3.9949
H -4.0869 0.9688 -4.4572
H -4.3604 1.3420 1.2183
H -4.2787 0.4662 -0.0281
C 7.9965 -1.2431 2.5125
C 6.6125 -1.3656 1.8869
C 6.4895 -1.2146 0.3852
O 5.1416 -1.5804 0.1137
C 4.8018 -1.7356 -1.2622
N 6.1627 -2.6356 2.3168
H 8.7221 -0.9159 1.7678
H 8.6630 -2.0800 2.7208
H 7.7690 -0.6290 3.3839
H 5.9225 -0.5555 2.1228
H 7.1750 -1.9829 0.0276
H 6.8369 -0.2675 -0.0278
H 3.7186 -1.7690 -1.3794
H 5.4429 -2.5207 -1.6632
H 5.2004 -0.8217 -1.7027
H 6.5469 -2.8335 3.2297
H 6.7059 -3.3971 1.9358
C -5.3827 -2.7044 3.0127
C -3.9977 -2.8602 2.4190
C -4.0650 -3.0638 0.8387
O -2.7815 -2.7952 0.2942
C -2.7972 -2.6857 -1.1237
N -3.1318 -1.8533 2.9361
H -6.1095 -3.4696 2.7404
H -5.8116 -1.8277 2.5275
H -5.3519 -2.4602 4.0746
H -3.5467 -3.6905 2.9624
H -4.8400 -2.4173 0.4270
H -4.4307 -4.0410 0.5233
H -3.1203 -3.6089 -1.6047
H -1.7618 -2.5148 -1.4184
H -3.2512 -1.7903 -1.5484
H -3.6790 -1.0045 2.9533
H -2.8115 -2.1173 3.8569
C 0.0164 -4.4429 -2.9796
C 0.5984 -4.9866 -1.7190
O 1.3744 -6.0358 -2.1073
O 1.1613 -3.8412 -3.6284
H -0.6447 -3.5876 -2.8395
H -0.4427 -5.1937 -3.6226
H -0.2105 -5.3821 -1.1047
H 1.1132 -4.2950 -1.0520
H 0.9209 -6.8448 -1.8595
H 0.9848 -2.8978 -3.6064
```

The calculation puts the energy above the lowest of the compared OMol25 structures with the same formula, charge and spin at 315.8 kJ/mol. As for the HOMO-LUMO gap: 4.56 eV. Its total charge is +2.

No. 6
DFT (ωB97M-V/def2-TZVPD) results for C23H44AuCl3N4O3SSi as an isolated structure in a non-equilibrium geometry.

XYZ file:
```
80
Properties=species:S:1:pos:R:3
C 2.8291 -2.5705 -2.2320
C 2.2923 -1.6585 -3.2878
H 2.2300 -3.4911 -2.1736
H 2.8501 -2.0783 -1.2512
H 3.8589 -2.8559 -2.4968
C 2.2078 -2.0533 -4.5712
C 2.3847 -3.4636 -5.0190
H 2.0471 -1.3328 -5.3802
H 1.8471 -4.1698 -4.3660
H 3.4407 -3.7737 -5.0634
H 1.9858 -3.5630 -6.0345
Au 1.9932 0.0288 0.9673
Cl 0.9267 1.9698 2.1924
Cl 3.7930 0.6138 -0.3331
C -1.9590 3.2141 1.8240
O -2.8970 2.6435 1.2651
N -1.5996 4.5046 1.6145
C -2.4059 5.3184 0.7256
C -0.2744 5.0124 1.9307
H -1.2844 2.6795 2.5232
H -3.4546 5.0267 0.8214
H -2.0817 5.1937 -0.3188
H -2.2699 6.3703 1.0007
H 0.1682 4.4053 2.7230
H -0.3481 6.0619 2.2364
H 0.3853 4.9618 1.0514
H -0.0239 -3.9887 3.3698
H -1.5252 -3.6072 0.5980
C -1.0106 -4.4782 3.3532
C -2.2976 -3.9886 1.2848
N -1.9922 -3.6627 2.6659
H -1.3304 -4.6354 4.3924
C -2.4421 -2.5110 3.2302
O -3.0414 -1.6164 2.6360
H -3.2751 -3.5689 1.0216
H -2.2129 -2.4699 4.3206
H -0.9365 -5.4368 2.8340
H -2.3178 -5.0804 1.2037
O 1.0240 -0.4160 -1.6631
C 1.8661 -0.2753 -2.8045
C 0.3215 0.1888 -4.7596
C 1.3198 0.6368 -3.8959
H -0.0568 -0.8351 -4.6382
C -0.1522 1.0057 -5.7968
H 2.7758 0.1851 -2.3950
C 1.8088 1.9414 -4.0388
H -0.9201 0.6152 -6.4683
C 0.3704 2.2876 -5.9680
C 1.3373 2.7620 -5.0743
H 2.5818 2.2814 -3.3452
H -0.0003 2.9206 -6.7770
H 1.7446 3.7686 -5.1881
Si -0.7613 -0.4267 -1.7585
Cl -0.9745 -2.3357 -2.5206
C -2.0907 0.3167 -2.9763
C -0.6281 1.5715 -1.4351
C -1.4078 -0.5844 0.0108
H -1.8440 1.3145 -3.3721
H -3.0288 0.3973 -2.4014
H -2.2750 -0.3396 -3.8366
H -2.0201 -1.4813 0.1689
H -1.9563 0.2885 0.4060
H -0.5331 -0.6583 0.6757
H -0.1698 2.0589 -2.3069
H 0.0193 1.7496 -0.5635
H -1.6103 2.0099 -1.2147
C -0.3457 0.9458 5.6066
N -0.3009 -0.0921 4.5739
C 0.8557 -0.6386 4.1508
S 0.9237 -1.3886 2.5952
N 1.9234 -0.6615 4.9696
C 1.8325 -0.8755 6.4170
H 0.4884 1.6514 5.4984
H -0.3345 0.4926 6.6036
H -1.2891 1.4912 5.4952
H -1.0209 -0.0440 3.8545
H 2.7834 -0.9958 4.5315
H 2.6328 -1.5592 6.7222
H 1.9938 0.0640 6.9552
H 0.8575 -1.2867 6.7048
```

As for the spin multiplicity: 3. As for the HOMO-LUMO gap (alpha / beta): 7.93 / 5.46 eV. Its total charge is 0.

No. 7
DFT (ωB97M-V/def2-TZVPD) results for a 2-piece molecular cluster, C5H9NO overall in a non-equilibrium geometry.

XYZ file:
```
16
Properties=species:S:1:pos:R:3
C 1.1724 0.2897 -1.7956
C -0.1856 0.5972 -2.0236
N -0.8264 0.4546 -0.8397
C 0.0215 0.3543 0.1840
C 1.3155 0.2006 -0.4167
C -0.1021 0.8010 1.6533
H 1.8568 0.0519 -2.5406
H -0.7298 0.8957 -2.9286
H -1.6627 1.0332 -0.6453
H 2.2006 0.0637 0.2055
H -0.6924 0.0971 2.1720
H -0.5416 1.8133 1.7340
H 0.9278 0.9719 1.9985
H -0.9733 -2.9720 0.4247
H -0.6091 -2.4039 1.7856
O -1.1715 -2.2482 1.0326
```

As for the SMILES: Cc1ccc[nH]1.O. The calculation puts the energy above the lowest of the compared OMol25 structures with the same formula, charge and spin at 169.5 kJ/mol. As for the HOMO-LUMO gap: 8.37 eV. Its total charge is 0.

No. 8
DFT (ωB97M-V/def2-TZVPD) results for C60H60N2O4OsP2 as an isolated structure.

XYZ file:
```
129
Properties=species:S:1:pos:R:3
Os -0.4496 -0.0315 0.0479
O 0.9227 -1.1734 -0.5516
C 0.9107 -2.4998 -1.0696
C -0.1363 -3.3284 -0.3513
C -1.5292 -2.9308 -0.6927
C -2.3758 -3.8505 -1.2906
C -3.6779 -3.5013 -1.5740
C -4.1160 -2.2487 -1.1997
C -3.2405 -1.3675 -0.5907
C -3.7468 -0.0710 -0.0686
C -3.1388 1.2042 -0.6514
O -1.7429 1.2510 -0.3845
C -3.7485 2.3665 0.1392
C -2.9523 3.2275 0.8863
C -3.5288 4.2349 1.6502
C -4.9037 4.3947 1.6786
C -5.7052 3.5376 0.9370
C -5.1327 2.5301 0.1792
C -3.3066 1.3161 -2.1712
C -2.7095 0.3623 -2.9977
C -2.8432 0.4216 -4.3741
C -3.5707 1.4510 -4.9573
C -4.1392 2.4219 -4.1507
C -4.0050 2.3576 -2.7688
N -1.9384 -1.6825 -0.3782
C 2.3277 -3.0502 -0.8768
C 3.3844 -2.3016 -1.3959
C 4.6859 -2.7621 -1.3151
C 4.9586 -3.9897 -0.7217
C 3.9141 -4.7469 -0.2181
C 2.6061 -4.2822 -0.2963
C 0.6289 -2.4317 -2.5734
C 0.3123 -3.5883 -3.2792
C 0.0371 -3.5319 -4.6359
C 0.0861 -2.3202 -5.3112
C 0.4395 -1.1708 -4.6235
C 0.7168 -1.2300 -3.2638
H 0.0343 -3.2472 0.7254
H -0.0175 -4.3781 -0.6069
H -2.0003 -4.8337 -1.5356
H -4.3464 -4.2000 -2.0586
H -5.1389 -1.9421 -1.3664
H -3.5571 -0.0340 1.0057
H -4.8256 -0.0345 -0.2012
H -1.8764 3.1161 0.8748
H -2.8951 4.8996 2.2238
H -5.3513 5.1808 2.2715
H -6.7806 3.6538 0.9476
H -5.7788 1.8818 -0.4006
H -2.1189 -0.4488 -2.5850
H -2.3774 -0.3390 -4.9881
H -3.6839 1.4982 -6.0324
H -4.6948 3.2384 -4.5928
H -4.4462 3.1369 -2.1655
H 3.1781 -1.3599 -1.8942
H 5.4880 -2.1720 -1.7396
H 5.9738 -4.3606 -0.6725
H 4.1078 -5.7144 0.2264
H 1.8252 -4.9176 0.0999
H 0.2932 -4.5484 -2.7773
H -0.2085 -4.4394 -5.1712
H -0.1263 -2.2814 -6.3711
H 0.5139 -0.2246 -5.1452
H 1.0451 -0.3391 -2.7444
C -2.5826 -2.6684 3.6848
C -2.2954 -1.3924 2.8948
C -3.0399 -0.1867 3.4783
C -0.7858 -1.1717 2.8422
C -0.1998 -0.8424 4.2132
O 0.3904 0.4607 4.0422
C 0.3178 0.8366 2.8002
N -0.3457 0.0011 2.0187
C 0.9343 2.1544 2.5616
C 1.1536 2.9337 3.7054
C 1.8468 4.1253 3.6266
C 2.3772 4.5382 2.4121
C 2.1563 3.7818 1.2738
C 1.4078 2.6089 1.3226
P 1.0728 1.7566 -0.2333
C 0.2946 2.9829 -1.3208
C -0.0555 4.2674 -0.9250
C -0.7229 5.1110 -1.8034
C -1.0418 4.6807 -3.0801
C -0.7071 3.3936 -3.4793
C -0.0575 2.5463 -2.6008
C 2.7437 1.4832 -0.8914
C 3.1388 1.9249 -2.1525
C 4.4551 1.7645 -2.5600
C 5.3845 1.1927 -1.7046
C 4.9934 0.7597 -0.4441
C 3.6754 0.8866 -0.0384
H -3.6533 -2.8674 3.7020
H -2.2541 -2.5832 4.7229
H -2.0877 -3.5352 3.2414
H -2.6395 -1.5592 1.8741
H -2.9593 -0.1426 4.5656
H -4.1033 -0.2578 3.2500
H -2.6790 0.7624 3.0707
H -0.2796 -2.0434 2.4293
H 0.5853 -1.5234 4.5265
H -0.9477 -0.7517 4.9965
H 0.7825 2.5982 4.6617
H 1.9923 4.7198 4.5178
H 2.9583 5.4485 2.3502
H 2.5702 4.1058 0.3268
H 0.1686 4.6228 0.0715
H -0.9914 6.1085 -1.4825
H -1.5566 5.3427 -3.7633
H -0.9715 3.0420 -4.4671
H 0.1667 1.5357 -2.9185
H 2.4387 2.4156 -2.8133
H 4.7563 2.1111 -3.5392
H 6.4144 1.0876 -2.0194
H 5.7220 0.3191 0.2237
H 3.3701 0.5112 0.9319
C 5.0911 -1.5652 2.5998
P 3.4244 -1.5970 3.2730
C 2.9035 -3.3292 3.2498
C 3.6175 -1.1366 5.0034
O 2.4764 -0.7048 2.5258
H 5.7514 -2.2346 3.1512
H 5.4858 -0.5494 2.6493
H 5.0448 -1.8860 1.5575
H 2.3939 -3.6067 4.1733
H 3.7559 -3.9936 3.1108
H 2.2309 -3.4613 2.4040
H 4.3076 -1.8175 5.5037
H 2.6623 -1.1676 5.5240
H 4.0147 -0.1231 5.0608
```

As for the HOMO-LUMO gap: 6.91 eV. Its total charge is +2.